Record 1
The following is a DFT calculation (wB97M-V/def2-TZVPD) of C31H71BF5NO13Si2 as an isolated structure in a non-equilibrium geometry.

## Properties
E_HOMO in eV: -9.55
Electronic energy in Ha: -3359.98191
Strongest force on any atom in eV/A: 1.843
Gap between HOMO and LUMO in eV: 10.0

The geometry in ORCA input format:
```
! RIJCOSX wB97M-V def2-TZVPD def2/J DEFGRID3
* xyz 0 1
C -5.97 2.41 -0.22
C -4.62 1.72 -0.40
O -3.52 2.65 -0.32
B -2.92 2.78 0.89
O -3.67 2.60 2.06
Si -0.97 3.20 1.13
C 0.07 2.12 -0.03
O -0.69 1.72 -1.20
C -0.11 2.11 -2.37
C -0.57 3.43 -2.90
O 0.71 1.40 -2.93
O -0.60 4.80 0.73
Si -1.42 6.02 1.48
C -0.40 7.58 1.23
C 0.40 7.45 -0.02
N 0.06 8.01 -1.10
C -1.74 5.79 3.32
C -0.54 6.15 4.19
O 0.70 5.64 3.69
C 1.05 4.43 4.16
C 2.36 3.97 3.61
O 0.36 3.77 4.91
C -3.16 6.36 0.71
F -4.13 5.58 1.27
F -3.47 7.65 1.04
C -3.32 6.27 -0.84
F -3.00 7.44 -1.42
F -4.61 5.98 -1.14
F -2.54 5.29 -1.34
H -6.49 1.94 0.60
H -6.56 2.40 -1.13
H -5.78 3.42 0.11
H -4.57 1.29 -1.39
H -4.48 0.92 0.31
H -4.32 3.30 2.12
H -0.57 2.83 2.50
H 0.96 2.66 -0.36
H 0.41 1.21 0.45
H -1.64 3.38 -3.05
H -0.04 3.65 -3.82
H -0.34 4.19 -2.16
H 0.31 7.70 2.04
H -1.02 8.47 1.18
H 1.30 6.86 0.05
H 0.73 7.80 -1.83
H -2.16 4.84 3.60
H -2.50 6.53 3.57
H -0.44 7.22 4.17
H -0.70 5.87 5.22
H 2.63 3.03 4.06
H 2.21 3.80 2.55
H 3.12 4.74 3.69
C 3.44 -2.75 -1.45
C 2.24 -1.88 -1.13
C 1.21 -1.95 -2.25
O 2.65 -0.53 -0.90
H 3.93 -2.40 -2.36
H 4.17 -2.71 -0.65
H 3.14 -3.79 -1.60
H 1.78 -2.21 -0.20
H 1.64 -1.58 -3.19
H 0.35 -1.32 -2.03
H 0.88 -2.98 -2.39
H 3.04 -0.20 -1.72
C 1.32 -7.70 -2.84
C 0.48 -6.46 -2.61
C -0.95 -6.64 -3.10
O 1.08 -5.33 -3.26
H 1.38 -7.94 -3.91
H 2.33 -7.55 -2.48
H 0.90 -8.56 -2.32
H 0.47 -6.22 -1.55
H -0.96 -6.83 -4.18
H -1.53 -5.73 -2.93
H -1.44 -7.47 -2.59
H 1.11 -5.51 -4.21
C 4.32 1.35 -6.15
C 4.19 2.66 -5.38
C 4.31 2.44 -3.88
O 2.94 3.28 -5.68
H 3.52 0.66 -5.85
H 4.22 1.52 -7.22
H 5.28 0.87 -5.95
H 4.96 3.35 -5.72
H 3.51 1.78 -3.54
H 4.21 3.38 -3.35
H 5.27 1.99 -3.62
H 2.24 2.68 -5.38
C 5.94 -3.77 2.40
C 5.46 -4.98 1.62
C 4.18 -5.56 2.22
O 6.48 -5.98 1.59
H 6.17 -4.04 3.43
H 6.85 -3.37 1.96
H 5.18 -2.98 2.41
H 5.27 -4.70 0.59
H 4.36 -5.89 3.25
H 3.85 -6.43 1.65
H 3.38 -4.82 2.23
H 6.66 -6.25 2.49
C 3.51 -11.00 -0.41
C 3.34 -9.65 0.28
C 3.46 -9.77 1.79
O 2.09 -9.07 -0.08
H 2.73 -11.69 -0.09
H 3.43 -10.89 -1.49
H 4.48 -11.44 -0.17
H 4.11 -8.96 -0.09
H 2.67 -10.43 2.18
H 3.33 -8.80 2.26
H 4.42 -10.18 2.08
H 1.39 -9.66 0.23
C -8.82 1.08 3.99
C -8.48 2.53 3.65
C -9.60 3.47 4.06
O -8.21 2.66 2.25
H -9.72 0.76 3.45
H -8.01 0.42 3.69
H -9.00 0.95 5.06
H -7.56 2.81 4.16
H -10.52 3.22 3.52
H -9.35 4.50 3.81
H -9.80 3.41 5.13
H -9.01 2.41 1.78
*
```


Record 2
The following is a DFT calculation (wB97M-V/def2-TZVPD) of a single C21H36IO6P molecule.

## Properties
SMILES: CC[C@@H](I)O[P@@](=O)(O)OCCOCCOc1ccc(C(C)(C)CC(C)(C)C)cc1
E_HOMO in eV: -8.56
Electronic energy in Ha: -1912.36043
Strongest force on any atom in eV/A: 0.487
Energy relative to the best compared isomer or geometry (same formula, charge and spin) in eV: 0.000
Gap between HOMO and LUMO in eV: 8.9

The geometry in ORCA input format:
```
! RIJCOSX wB97M-V def2-TZVPD def2/J DEFGRID3
* xyz 0 1
C 4.73 2.09 2.20
C 5.27 1.25 1.05
C 5.63 -0.20 1.33
I 4.65 -1.11 3.03
O 5.53 -0.99 0.15
P 4.14 -1.45 -0.46
O 2.99 -0.56 -0.25
O 4.51 -1.65 -2.00
O 4.03 -2.92 0.11
C 2.82 -3.65 -0.19
C 1.83 -3.44 0.93
O 0.69 -4.21 0.61
C -0.07 -4.64 1.72
C -0.97 -3.55 2.26
O -1.92 -3.17 1.28
C -1.93 -1.83 0.96
C -0.94 -1.30 0.16
C -0.95 0.05 -0.15
C -1.95 0.90 0.31
C -2.02 2.39 -0.03
C -0.64 3.00 -0.37
C -2.51 3.16 1.22
C -3.06 2.68 -1.16
C -3.21 1.74 -2.38
C -3.97 0.44 -2.01
C -1.86 1.43 -3.06
C -4.10 2.50 -3.40
C -2.94 0.33 1.11
C -2.94 -1.01 1.43
H 5.38 2.04 3.08
H 4.69 3.13 1.88
H 3.72 1.79 2.47
H 6.19 1.71 0.68
H 4.55 1.26 0.23
H 6.68 -0.29 1.61
H 3.94 -1.08 -2.52
H 3.09 -4.70 -0.27
H 2.41 -3.33 -1.15
H 2.29 -3.75 1.88
H 1.58 -2.38 1.01
H -0.68 -5.48 1.38
H 0.57 -5.00 2.53
H -1.49 -3.91 3.15
H -0.36 -2.68 2.55
H -0.16 -1.95 -0.22
H -0.15 0.42 -0.77
H -0.18 3.39 0.54
H 0.07 2.30 -0.80
H -0.75 3.84 -1.05
H -2.40 4.23 1.03
H -1.92 2.89 2.09
H -3.57 2.99 1.42
H -4.04 2.73 -0.68
H -2.86 3.68 -1.54
H -4.64 0.15 -2.82
H -4.54 0.56 -1.10
H -3.28 -0.39 -1.84
H -1.75 0.37 -3.25
H -1.78 1.94 -4.03
H -1.00 1.75 -2.47
H -3.79 3.53 -3.52
H -5.14 2.47 -3.08
H -4.05 1.98 -4.36
H -3.75 0.93 1.49
H -3.72 -1.43 2.05
*
```


Record 3
The following is a DFT calculation (wB97M-V/def2-TZVPD) of C2H4N2OS3 as an isolated structure in a non-equilibrium geometry.

## Properties
E_HOMO in eV: -8.70
Electronic energy in Ha: -1457.76923
Strongest force on any atom in eV/A: 6.038
Energy relative to the best compared isomer or geometry (same formula, charge and spin) in eV: 3.650
Gap between HOMO and LUMO in eV: 8.1

The geometry in ORCA input format:
```
! RIJCOSX wB97M-V def2-TZVPD def2/J DEFGRID3
* xyz 0 1
C -1.69 -0.06 -0.14
C 1.88 -1.15 -0.32
H 0.53 1.47 -0.33
H -2.06 2.20 -0.08
H 1.11 0.01 1.16
H 1.47 -1.86 -1.19
N -1.36 1.28 -0.13
N 0.83 -0.91 0.67
O -0.10 1.74 0.45
S -3.27 -0.89 -0.36
S -0.69 -1.44 0.54
S 3.35 -0.38 -0.28
*
```


Record 4
The following is a DFT calculation (wB97M-V/def2-TZVPD) of C8H18ClIInO2PS as an isolated structure in a non-equilibrium geometry.

## Properties
E_HOMO (alpha / beta) in eV: -15.83 / -15.18
Electronic energy in Ha: -2152.86053
Strongest force on any atom in eV/A: 6.050
Gap between HOMO and LUMO (alpha / beta) in eV: 6.5 / 4.1

The geometry in ORCA input format:
```
! RIJCOSX wB97M-V def2-TZVPD def2/J DEFGRID3
* xyz 2 1
C -0.21 -2.14 -0.55
C 0.98 -1.32 -0.75
H 0.00 -3.21 -0.69
H -1.07 -1.89 -1.22
H -0.63 -1.87 0.46
O 2.14 -1.56 -0.53
I 1.73 2.21 0.61
In -3.11 0.82 0.99
P -0.28 0.64 -1.67
C 1.30 1.16 -2.39
C -0.74 -0.28 -3.20
H -2.20 2.12 -1.77
H -1.13 2.25 -3.26
H -0.64 3.04 -1.71
C -1.16 2.19 -2.16
H -1.77 -0.66 -3.07
H -0.68 0.42 -4.04
H 1.20 1.34 -3.46
H 2.02 0.37 -2.19
H -0.04 -1.10 -3.34
H 1.61 2.09 -1.88
C 3.13 0.22 0.52
O 3.94 -0.35 1.13
Cl -5.44 0.48 0.85
C -1.25 -0.97 3.78
S 0.11 -0.70 2.61
C 1.48 -0.14 3.61
H -2.17 -1.09 3.19
H -1.37 -0.14 4.51
H -1.05 -1.94 4.28
H 1.57 0.91 3.38
H 1.34 -0.28 4.68
H 2.41 -0.63 3.32
*
```


Record 5
The following is a DFT calculation (wB97M-V/def2-TZVPD) of a 3-piece molecular cluster, C2H10N2O3 overall in a non-equilibrium geometry.

## Properties
SMILES: NCNC=O.O.O
E_HOMO in eV: -9.29
Electronic energy in Ha: -417.38245
Strongest force on any atom in eV/A: 6.004
Energy relative to the best compared isomer or geometry (same formula, charge and spin) in eV: 2.478
Gap between HOMO and LUMO in eV: 9.9

The geometry in ORCA input format:
```
! RIJCOSX wB97M-V def2-TZVPD def2/J DEFGRID3
* xyz 0 1
O 1.16 -2.65 1.68
C 0.46 -1.68 1.80
N -0.11 -1.12 0.64
C 0.81 -0.91 -0.44
N 1.34 0.53 -0.58
H 0.12 -1.12 2.81
H -1.15 -0.95 0.45
H 0.37 -1.27 -1.36
H 1.66 -1.67 -0.21
H 2.26 0.59 -0.55
H 1.14 1.02 0.24
H -2.07 0.96 -0.51
H -2.07 1.32 0.82
O -2.29 0.48 0.31
H -0.61 2.89 -1.95
H -0.06 1.55 -1.50
O -0.97 2.02 -1.65
*
```


Record 6
The following is a DFT calculation (wB97M-V/def2-TZVPD) of C38H35F7O7P2S2 as an isolated structure in a non-equilibrium geometry.

## Properties
E_HOMO in eV: -8.89
Electronic energy in Ha: -4173.80453
Strongest force on any atom in eV/A: 6.330
Gap between HOMO and LUMO in eV: 8.6

The geometry in ORCA input format:
```
! RIJCOSX wB97M-V def2-TZVPD def2/J DEFGRID3
* xyz 0 1
O -2.39 0.57 -0.51
P -2.43 -0.53 -1.54
O -1.25 -1.72 -1.29
O -2.33 0.08 -3.12
P -4.38 -1.52 -1.31
C -5.19 -1.45 -3.02
S -5.61 0.34 -3.18
O -4.30 -2.08 -3.98
S -4.76 -3.70 -3.92
O -4.07 -4.55 -2.92
O -4.61 -4.32 -5.26
O -6.34 -3.60 -3.30
C -6.56 -2.19 -3.27
F -6.90 -1.80 -4.59
H -1.32 -2.27 -2.10
H -1.68 -0.45 -3.62
H -4.06 -2.86 -0.93
H -5.43 0.63 -4.52
H -7.44 -1.87 -2.67
F -3.43 -4.42 -10.70
C -3.96 -5.35 -9.89
C -4.41 -6.54 -10.44
C -4.95 -7.51 -9.61
C -5.04 -7.28 -8.24
C -4.59 -6.08 -7.70
C -4.04 -5.11 -8.53
H -4.34 -6.70 -11.51
H -5.31 -8.45 -10.02
H -5.47 -8.03 -7.59
H -4.66 -5.90 -6.64
H -3.67 -4.18 -8.13
F 0.45 1.75 -1.95
C 1.11 2.18 -0.86
C 2.49 2.16 -0.85
C 3.17 2.62 0.27
C 2.46 3.08 1.37
C 1.07 3.08 1.35
C 0.39 2.64 0.23
H 3.03 1.80 -1.72
H 4.26 2.62 0.29
H 2.99 3.43 2.25
H 0.52 3.44 2.22
H -0.69 2.65 0.19
F 5.14 2.96 -2.01
C 5.10 3.54 -3.22
C 6.25 3.59 -3.99
C 6.21 4.18 -5.24
C 5.01 4.71 -5.72
C 3.86 4.65 -4.94
C 3.90 4.06 -3.69
H 7.18 3.18 -3.60
H 7.10 4.23 -5.85
H 4.98 5.18 -6.70
H 2.93 5.07 -5.31
H 3.02 3.99 -3.07
F 4.70 1.98 3.20
C 4.14 1.07 4.01
C 3.67 -0.12 3.48
C 3.10 -1.06 4.32
C 2.98 -0.80 5.68
C 3.44 0.40 6.20
C 4.03 1.34 5.36
H 3.77 -0.30 2.41
H 2.74 -2.00 3.91
H 2.52 -1.54 6.33
H 3.34 0.61 7.26
H 4.40 2.28 5.75
F -0.40 4.02 5.75
C 0.24 5.17 5.51
C -0.31 6.36 5.95
C 0.35 7.55 5.70
C 1.56 7.55 5.01
C 2.10 6.35 4.57
C 1.45 5.15 4.83
H -1.26 6.35 6.48
H -0.07 8.49 6.05
H 2.07 8.48 4.82
H 3.04 6.34 4.03
H 1.86 4.20 4.50
F 0.88 -2.46 9.66
C 0.42 -3.31 8.73
C -0.91 -3.23 8.34
C -1.38 -4.10 7.37
C -0.53 -5.04 6.80
C 0.80 -5.11 7.20
C 1.28 -4.23 8.16
H -1.56 -2.50 8.80
H -2.42 -4.04 7.05
H -0.91 -5.72 6.04
H 1.46 -5.84 6.76
H 2.31 -4.27 8.48
*
```


Record 7
The following is a DFT calculation (wB97M-V/def2-TZVPD) of C13H20BN8O8P2RuS as an isolated structure in a non-equilibrium geometry.

## Properties
<S²>: 8.765
E_HOMO (alpha / beta) in eV: -8.74 / -8.97
Electronic energy in Ha: -2748.29643
Strongest force on any atom in eV/A: 2.200
Energy relative to the best compared isomer or geometry (same formula, charge and spin) in eV: 0.804
Gap between HOMO and LUMO (alpha / beta) in eV: 8.9 / 6.8

The geometry in ORCA input format:
```
! RIJCOSX wB97M-V def2-TZVPD def2/J DEFGRID3
* xyz 0 6
Ru 0.11 -0.02 0.00
C -1.02 3.80 1.46
C 0.00 2.85 1.34
N -0.51 1.63 1.47
N -1.84 1.75 1.63
C -2.17 3.05 1.63
B -2.79 0.53 1.69
N -3.09 0.08 0.25
C -4.24 0.12 -0.44
C -4.00 -0.32 -1.73
C -2.63 -0.62 -1.74
N -2.11 -0.38 -0.55
N -2.03 -0.61 2.40
C -2.38 -1.30 3.50
C -1.36 -2.18 3.80
C -0.40 -1.95 2.80
N -0.82 -1.00 1.98
H -0.93 4.87 1.40
H 1.05 3.00 1.17
H -3.19 3.36 1.75
H -3.80 0.80 2.26
H -5.15 0.45 0.02
H -4.70 -0.41 -2.54
H -2.03 -1.00 -2.55
H -3.32 -1.13 3.99
H -1.31 -2.87 4.62
H 0.56 -2.42 2.66
O 3.56 0.67 -2.55
P 2.14 0.91 -1.84
O 2.32 1.16 -0.36
O 1.30 -0.32 -2.14
O 1.56 2.18 -2.56
P -0.13 2.31 -2.60
O -0.48 1.26 -3.75
O -0.50 3.68 -2.96
O -0.57 1.74 -1.26
H 4.12 1.46 -2.51
H -0.08 0.40 -3.52
C 1.83 -5.97 -1.57
N 1.17 -4.92 -0.81
C 1.10 -3.61 -1.11
S -0.27 -2.76 -0.50
N 2.02 -3.00 -1.84
C 3.36 -3.45 -2.16
H 1.12 -6.79 -1.73
H 2.70 -6.37 -1.04
H 2.15 -5.61 -2.55
H 0.42 -5.21 -0.20
H 1.80 -2.03 -2.09
H 3.70 -4.21 -1.46
H 4.03 -2.59 -2.11
H 3.42 -3.85 -3.18
O 2.34 -0.33 1.95
C 1.96 -0.62 0.93
*
```


Record 8
The following is a DFT calculation (wB97M-V/def2-TZVPD) of C22H22F5N5O5Pb as an isolated structure.

## Properties
E_HOMO in eV: -7.43
Electronic energy in Ha: -2193.74360
Strongest force on any atom in eV/A: 0.415
Energy relative to the best compared isomer or geometry (same formula, charge and spin) in eV: 0.498
Gap between HOMO and LUMO in eV: 7.6

The geometry in ORCA input format:
```
! RIJCOSX wB97M-V def2-TZVPD def2/J DEFGRID3
* xyz 0 1
Pb 0.33 -0.17 0.23
C 0.19 3.29 0.90
N 0.64 2.07 1.58
C -0.01 1.94 2.88
C 2.11 2.08 1.69
C 2.69 0.84 2.37
N 2.06 -0.40 1.91
C 2.38 -1.54 2.58
C 1.61 -2.70 2.37
F 0.56 -2.61 1.50
C 1.83 -3.90 2.99
F 1.01 -4.93 2.71
C 2.85 -4.07 3.90
C 3.64 -2.96 4.13
F 4.67 -3.05 4.99
C 3.43 -1.75 3.50
F 4.32 -0.76 3.77
H 0.43 4.19 1.49
H -0.89 3.25 0.76
H 0.67 3.38 -0.07
H 0.23 2.79 3.53
H 0.31 1.02 3.36
H -1.09 1.89 2.74
H 2.44 2.96 2.25
H 2.50 2.16 0.67
H 2.60 0.95 3.45
H 3.76 0.86 2.15
H 3.03 -5.01 4.40
O 2.39 0.22 -1.31
C 2.25 0.49 -2.71
C 1.01 1.29 -2.97
C 0.81 1.89 -4.21
C -0.39 2.52 -4.46
C -1.36 2.54 -3.47
C -1.08 1.94 -2.27
N 0.09 1.34 -2.01
H 2.77 -0.65 -1.19
H 2.18 -0.45 -3.27
H 3.12 1.04 -3.07
H 1.59 1.84 -4.97
H -0.57 2.99 -5.42
H -2.33 3.01 -3.64
H -1.80 1.93 -1.45
F -6.08 -1.47 -3.10
C -5.18 -1.13 -2.18
C -4.15 -1.93 -1.89
N -3.20 -1.62 -0.94
C -2.04 -2.51 -0.79
C -1.04 -2.26 -1.96
O -1.50 -2.51 -3.07
O 0.11 -1.82 -1.65
C -3.25 -0.43 -0.27
O -2.41 -0.06 0.56
N -4.32 0.38 -0.59
C -5.34 0.15 -1.52
O -6.21 0.97 -1.71
H -4.01 -2.86 -2.42
H -2.39 -3.53 -0.88
H -1.61 -2.36 0.19
H -4.38 1.24 -0.08
*
```